# 1
Density functional theory data (wB97M-V/def2-TZVPD) for a structure of composition C10H16Cl2MgO8.

Geometry as XYZ:
```
37
Properties=species:S:1:pos:R:3:nbo_charge:R:1
Mg 0.577 0.291 0.655 1.793
C 1.317 0.755 -2.922 -0.736
C 2.217 -0.049 -1.982 0.779
O 3.147 -0.698 -2.492 -0.738
O 1.940 -0.119 -0.731 -0.870
H 0.466 1.149 -2.359 0.221
H 0.941 0.100 -3.709 0.201
H 1.772 1.611 -3.424 0.195
C 1.418 3.661 2.020 -0.741
C 2.365 2.448 2.204 0.783
O 1.961 1.326 1.789 -0.848
O 3.495 2.635 2.692 -0.757
H 1.826 4.586 2.424 0.190
H 0.442 3.405 2.443 0.203
H 1.202 3.797 0.957 0.213
C -2.772 2.226 0.835 -0.719
C -1.523 1.457 0.687 0.743
O -0.697 1.600 -0.259 -0.810
O -1.071 0.698 1.606 -0.810
H -2.758 3.101 1.485 0.230
H -3.689 1.701 1.099 0.214
H -2.895 2.646 -0.172 0.219
C 1.300 -3.398 2.910 -0.714
C 1.622 -2.449 1.771 0.775
O 0.959 -1.373 1.621 -0.900
O 2.565 -2.785 1.034 -0.704
H 1.459 -2.967 3.901 0.202
H 1.883 -4.316 2.855 0.197
H 0.246 -3.686 2.822 0.190
Cl -1.534 -1.488 -4.228 -0.094
C -2.876 -1.946 -3.054 -0.347
C -2.343 -2.532 -1.760 -0.418
Cl -0.964 -1.653 -1.074 0.013
H -3.458 -2.691 -3.592 0.201
H -3.398 -0.996 -3.004 0.214
H -2.016 -3.531 -2.044 0.210
H -3.127 -2.518 -1.006 0.219
```

Output
Total charge   -2
ΔE to the lowest compared entry with this formula, charge and spin   11.3 kcal/mol
Kohn-Sham gap   6.18 eV

=====

# 2
Density functional theory data (wB97M-V/def2-TZVPD) for the ion C10H16FN2O2 with charge +1.

Geometry as XYZ:
```
31
Properties=species:S:1:pos:R:3:nbo_charge:R:1
C -0.599 0.491 -1.823 -0.273
C -1.603 -0.345 -1.930 -0.149
C 0.298 0.568 -0.650 0.589
C 2.000 -1.004 -0.042 0.727
C -2.099 -0.958 -0.737 0.115
C -0.341 -1.746 0.095 0.362
C 2.363 -2.126 0.999 -0.738
C 1.687 1.798 0.885 -0.434
C 0.584 2.939 -0.861 -0.431
C -3.121 -0.613 1.408 -0.258
N 0.639 -0.641 -0.025 -0.544
N 0.814 1.671 -0.239 -0.280
O 2.804 -0.379 -0.632 -0.529
O -2.502 -0.067 0.200 -0.528
F 0.004 -2.863 -0.479 -0.302
H -0.293 1.010 -2.779 0.265
H -2.109 -0.442 -2.861 0.245
H -2.762 -1.814 -0.826 0.203
H -0.708 -1.770 1.027 0.156
H 2.031 -2.005 1.995 0.241
H 3.439 -2.100 1.136 0.257
H 2.247 -3.042 0.531 0.254
H 2.787 2.030 0.752 0.268
H 1.445 0.975 1.582 0.231
H 1.181 2.560 1.376 0.221
H 1.567 3.352 -1.193 0.244
H 0.196 3.693 -0.194 0.238
H -0.243 2.831 -1.689 0.244
H -3.968 -1.262 1.166 0.201
H -3.334 0.404 1.772 0.227
H -2.407 -1.144 2.037 0.176
```

Output
Total charge   +1
SMILES   CO\C=C/C=C(N(C)C)\[N+](=C\F)C(C)=O
ΔE to the lowest compared entry with this formula, charge and spin   0.0 kcal/mol
Kohn-Sham gap   8.32 eV

=====

# 3
Density functional theory data (wB97M-V/def2-TZVPD) for the ion C10H16N with charge +1.

Geometry as XYZ:
```
27
Properties=species:S:1:pos:R:3:nbo_charge:R:1
C -1.978 2.114 1.375 0.113
C 2.265 1.230 -1.464 -0.378
C 1.986 -0.355 -1.346 -0.412
C 0.992 1.570 -0.671 -0.443
C 0.190 -0.959 1.593 -0.460
C -2.528 -0.420 1.450 -0.259
C 0.554 0.026 -1.028 -0.199
C -0.101 -0.917 -0.018 -0.055
C -1.120 -0.670 1.007 0.287
C -0.167 -2.276 -0.658 -0.638
N -1.917 0.891 1.264 -0.284
H -1.244 2.800 1.086 0.212
H -2.891 2.621 1.642 0.197
H 3.134 1.720 -1.109 0.218
H 2.260 1.469 -2.616 0.205
H 2.238 -0.797 -2.305 0.227
H 2.446 -0.822 -0.520 0.212
H 1.438 1.900 0.359 0.215
H 0.446 2.376 -1.162 0.216
H 0.160 -1.955 2.119 0.258
H 0.699 -0.243 2.236 0.268
H -3.408 -0.615 0.771 0.263
H -2.780 -0.766 2.536 0.264
H 0.009 0.252 -1.950 0.244
H 0.266 -3.083 -0.051 0.239
H 0.255 -2.365 -1.686 0.255
H -1.204 -2.726 -0.854 0.235
```

Output
Total charge   +1
SMILES   C=[N+]1C[C@]12C[C@]2(C)C1CCC1
ΔE to the lowest compared entry with this formula, charge and spin   144.8 kcal/mol
Kohn-Sham gap   9.74 eV

=====

# 4
Density functional theory data (wB97M-V/def2-TZVPD) for the molecule C10H16N2.

Geometry as XYZ:
```
28
Properties=species:S:1:pos:R:3:nbo_charge:R:1
C -0.329 -1.086 -0.268 0.122
C -1.740 -1.345 -0.818 -0.449
C -2.708 -0.552 0.049 -0.402
C -2.120 0.877 0.264 -0.371
C 2.473 0.718 -0.995 -0.418
C 2.854 -0.016 0.351 -0.475
C -0.747 0.876 1.079 -0.403
C 1.043 1.145 -0.735 -0.401
C 1.586 -0.423 1.066 -0.019
C 0.322 0.142 0.284 -0.125
N 0.239 -3.305 0.414 -0.537
N 0.372 -2.041 0.228 -0.064
H -1.750 -1.029 -1.967 0.213
H -1.968 -2.429 -0.598 0.246
H -3.578 -0.289 -0.524 0.212
H -2.802 -1.105 0.937 0.205
H -1.963 1.273 -0.665 0.184
H -2.853 1.391 0.769 0.200
H 3.260 1.540 -1.053 0.218
H 2.468 0.178 -1.961 0.219
H 3.522 -0.844 0.173 0.236
H 3.522 0.731 1.046 0.219
H -0.611 1.975 1.091 0.208
H -1.089 0.501 2.040 0.216
H 0.987 2.126 -0.229 0.206
H 0.393 1.154 -1.657 0.212
H 1.411 -0.765 2.124 0.223
H 1.199 -3.622 0.602 0.324
```

Output
Total charge   0
ΔE to the lowest compared entry with this formula, charge and spin   112.8 kcal/mol
Kohn-Sham gap (alpha / beta)   6.95 / 8.01 eV

=====

# 5
Density functional theory data (wB97M-V/def2-TZVPD) for a cluster of 2 separate species, C10H16N2 in total.

Geometry as XYZ:
```
28
Properties=species:S:1:pos:R:3:nbo_charge:R:1
C -0.200 2.185 0.680 -0.599
C -0.325 1.096 -0.404 -0.432
C -1.025 -0.150 0.069 -0.193
C -2.277 -0.539 -0.161 0.023
C -3.270 0.349 -0.854 -0.650
C -2.839 -1.809 0.436 -0.631
C 2.873 -1.649 0.223 -0.309
C 2.652 -0.679 1.180 0.067
C 3.308 0.912 -0.284 0.244
C 3.312 -1.217 -1.013 0.071
H 0.004 1.814 1.675 0.210
H 0.595 2.876 0.369 0.208
H -1.132 2.749 0.759 0.202
H 0.642 0.798 -0.772 0.205
H -0.838 1.524 -1.293 0.200
H -0.407 -0.743 0.740 0.183
H -3.827 -0.217 -1.609 0.210
H -2.805 1.229 -1.333 0.216
H -4.012 0.733 -0.135 0.215
H -3.279 -2.419 -0.361 0.210
H -3.622 -1.547 1.161 0.210
H -2.061 -2.390 0.939 0.212
H 2.673 -2.704 0.442 0.230
H 2.421 -0.951 2.213 0.202
H 3.500 1.964 -0.501 0.182
H 3.548 -1.911 -1.810 0.200
N 2.880 0.622 0.939 -0.445
N 3.510 0.075 -1.297 -0.441
```

Output
Total charge   0
SMILES   CCC=C(C)C.c1cncnc1
ΔE to the lowest compared entry with this formula, charge and spin   0.0 kcal/mol
Kohn-Sham gap   9.42 eV

=====

# 6
Density functional theory data (wB97M-V/def2-TZVPD) for a cluster of 2 separate species, C10H16N2O4 in total.

Geometry as XYZ:
```
32
Properties=species:S:1:pos:R:3:nbo_charge:R:1
N 3.911 -0.631 2.753 -0.590
C 3.439 -0.403 1.607 0.147
C 2.025 -0.017 1.269 -0.487
C 0.975 -0.743 2.058 -0.223
C -0.394 -0.016 2.190 -0.232
N -1.481 -1.021 2.038 -0.658
C -0.764 -2.290 2.172 0.701
O -1.140 -3.232 2.846 -0.504
C 0.551 -2.093 1.451 -0.515
H 3.171 -0.530 3.451 0.319
H 4.118 -0.479 0.771 0.161
H 1.866 -0.242 0.224 0.214
H 1.926 1.060 1.356 0.243
H 1.225 -0.977 3.086 0.204
H -0.478 0.384 3.194 0.195
H -0.519 0.839 1.552 0.218
H -1.709 -0.977 1.048 0.358
H 0.313 -1.931 0.406 0.206
H 1.317 -2.842 1.570 0.237
C -2.329 1.301 -4.109 -0.629
C -1.161 1.341 -3.153 0.065
C -1.164 0.254 -2.100 -0.098
O -0.499 0.892 -0.998 -0.512
C -0.685 2.232 -1.121 0.972
O -0.428 3.020 -0.276 -0.565
O -1.200 2.526 -2.336 -0.489
H -2.195 2.024 -4.913 0.231
H -2.429 0.310 -4.552 0.223
H -3.253 1.554 -3.590 0.227
H -0.216 1.348 -3.702 0.186
H -0.620 -0.638 -2.403 0.206
H -2.174 -0.023 -1.789 0.186
```

Output
Total charge   0
SMILES   [H]/N=C\C[C@H]1CNC(=O)C1.C[C@@H]1COC(=O)O1
ΔE to the lowest compared entry with this formula, charge and spin   49.8 kcal/mol
Kohn-Sham gap   10.05 eV